Entry from OMol25: a 2-piece molecular cluster, C26H51ClF2N4O8PS overall (ωB97M-V/def2-TZVPD).

Results
* molecular weight: 684.20 g/mol
* LUMO energy: -2.80 eV
* highest occupied orbital energy: -0.416 Eh
* net charge: +1
* Kohn-Sham gap: 0.313 Ha

Last column: Löwdin charge in e.
Atoms and positions in Å:
C (3.74372, 2.69123, -1.07292)  0.12
C (2.53486, 2.74386, -1.24940)  -0.10
C (1.04184, 2.62421, -1.73954)  -0.09
C (0.49665, 1.10180, -1.70564)  -0.20
C (0.82898, 0.66688, -0.20913)  -0.11
C (0.11820, -0.57530, 0.44714)  -0.16
C (-0.47615, -0.34823, 1.93251)  -0.20
C (0.48794, 0.49764, 2.87874)  -0.19
S (0.91909, -0.53545, 4.36582)  0.68
O (1.74977, 0.19963, 5.32751)  -0.32
O (1.66309, -1.68873, 3.80678)  -0.33
O (-0.47200, -1.11711, 5.05594)  -0.18
N (-1.02728, 1.13514, -1.80924)  0.00
N (-1.66136, 2.07633, -1.00901)  -0.01
C (-2.51763, 1.66562, 0.08902)  -0.20
C (-3.89923, 2.48548, 0.25056)  -0.17
C (-4.37201, 2.24536, 1.77594)  -0.25
C (-4.50442, 3.59648, 2.59824)  -0.12
C (-1.54649, 1.30494, -3.21898)  -0.35
F (-1.34339, 2.55916, -3.78917)  0.05
P (-3.46555, 1.09627, -3.26650)  0.68
N (-4.24896, 2.43002, -3.02328)  -0.13
O (-3.92639, -0.13370, -2.21359)  -0.18
O (-3.90188, 0.57130, -4.81657)  -0.14
C (-1.00167, 0.05299, -4.02933)  -0.10
N (0.10625, -0.69614, -3.35388)  -0.06
C (0.43794, -1.77094, -4.27951)  -0.20
O (-0.47365, -2.88327, -3.99723)  -0.17
C (-1.20727, -3.25138, -5.18494)  -0.27
C (-2.42026, -4.19326, -4.72172)  -0.07
C (1.19484, 0.18533, -2.85956)  -0.26
C (1.64048, 1.05004, -4.16039)  -0.01
C (3.07327, 1.66245, -4.20696)  -0.38
O (4.11696, 1.11374, -4.38478)  0.17
F (3.16471, 3.08656, -4.17640)  0.02
C (2.51211, -0.55705, -2.40565)  -0.17
C (2.53799, -1.79230, -1.44877)  -0.64
C (1.43167, -2.89460, -1.47769)  -0.15
Cl (4.12044, -2.69303, -1.85290)  0.59
H (4.73258, 2.54189, -0.56052)  0.09
H (0.84953, 3.15917, -2.70717)  0.11
H (0.52751, 3.26717, -0.94863)  0.12
H (0.56731, 1.58529, 0.41986)  0.12
H (1.94004, 0.52280, -0.01285)  0.12
H (0.90764, -1.37213, 0.65219)  0.11
H (-0.68223, -1.11023, -0.13955)  0.11
H (-1.55205, -0.02687, 1.94173)  0.08
H (-0.49161, -1.39562, 2.38903)  0.11
H (1.46695, 0.79823, 2.41776)  0.12
H (-0.12331, 1.36710, 3.27376)  0.12
H (-0.23988, -1.54428, 5.91426)  0.11
H (-1.45760, 0.21749, -1.55004)  0.17
H (-1.66085, 3.03986, -1.31160)  0.15
H (-2.81042, 0.57465, 0.15416)  0.13
H (-1.97132, 1.88830, 1.06924)  0.11
H (-3.72852, 3.58184, 0.03031)  0.12
H (-4.72572, 2.07156, -0.38990)  0.08
H (-3.65587, 1.56437, 2.32518)  0.09
H (-5.37368, 1.70779, 1.74518)  0.11
H (-5.47758, 4.08640, 2.28220)  0.09
H (-3.61374, 4.27967, 2.50160)  0.08
H (-4.62208, 3.34569, 3.69743)  0.08
H (-3.58434, 3.18567, -2.82775)  0.00
H (-4.68515, 0.18681, -1.67216)  0.09
H (-4.08292, -0.39104, -4.71937)  0.08
H (-1.84457, -0.71574, -4.09246)  0.12
H (-0.78774, 0.33087, -5.10373)  0.15
H (1.46903, -2.21404, -4.23300)  0.15
H (0.25030, -1.52834, -5.38284)  0.14
H (-1.70264, -2.36441, -5.69990)  0.11
H (-0.59157, -3.81977, -5.94469)  0.13
H (-3.05749, -4.50683, -5.60095)  0.09
H (-2.01954, -5.06892, -4.13844)  0.08
H (-3.06397, -3.58724, -4.00605)  0.07
H (1.58988, 0.44072, -5.12483)  0.15
H (0.93680, 1.91302, -4.38169)  0.12
H (3.01796, -0.90411, -3.36766)  0.11
H (3.19609, 0.22693, -1.94044)  0.12
H (2.74283, -1.42921, -0.38919)  0.09
H (0.36314, -2.54272, -1.43628)  0.06
H (1.54600, -3.51991, -2.42074)  0.08
H (1.63236, -3.62009, -0.62315)  0.10
C (4.82222, -0.82395, 8.47690)  -0.06
C (3.59274, -1.42815, 9.13699)  -0.50
C (3.06917, -2.61750, 8.34789)  -0.06
O (2.57139, -0.43672, 9.23525)  -0.06
H (4.58578, -0.46102, 7.47167)  0.08
H (5.18047, 0.03560, 9.04812)  0.08
H (5.63039, -1.55543, 8.40244)  0.08
H (3.83893, -1.74206, 10.15415)  0.14
H (2.77341, -2.31448, 7.33793)  0.07
H (2.17967, -3.03468, 8.82682)  0.08
H (3.82401, -3.40323, 8.26873)  0.08
H (2.34703, -0.15214, 8.33930)  0.07

Atoms 1-2, force components in eV/Å:
-0.8 -0.3 1.4
-0.3 -0.9 -1.6